Entry 1:
Molecular formula: C2H7N4
Method: DFT, ωB97M-V with the def2-TZVPD basis set

```
13
Properties=species:S:1:pos:R:3:forces:R:3:nbo_charge:R:1
N -1.8943 -0.1759 -0.8918 2.1395 1.6853 -1.4709 -0.75
C -0.6986 0.1674 -0.3529 1.1883 -1.8808 0.1893 0.47
N 0.3190 0.6430 -1.0701 -3.1070 -0.1304 -0.6175 -0.37
N 1.4709 0.3988 -0.3835 3.8991 -1.8680 1.0418 -0.24
N 1.2276 0.0608 1.0149 -0.9252 -0.5716 1.1215 -0.43
C -0.1577 -0.4873 0.9792 -0.3584 2.8749 -1.6075 -0.31
H -2.7767 -0.4269 -0.5046 -0.0740 0.0055 0.9887 0.44
H -1.9236 0.1051 -1.8719 -0.3947 -0.2147 0.2540 0.42
H 2.0356 -0.5181 -0.5987 -1.6772 1.4894 -0.7506 0.43
H 2.2579 1.0966 -0.5757 -1.6204 -0.2978 0.7921 0.46
H 1.2139 0.8832 1.6108 0.1316 0.2935 -0.3699 0.39
H -0.7527 -0.2400 1.8364 0.0307 0.4710 0.5675 0.25
H -0.3213 -1.5067 0.8080 0.7676 -1.8562 -0.1385 0.24
```
Forces are in eV/Å.

Results
* Kohn-Sham gap: 0.4096 hartree
* HOMO level: -14.6 eV
* SMILES: NC1=N[NH2+]NC1
* total charge: +1


Entry 2:
Molecular formula: C10H37HgN2Si4
Method: DFT, ωB97M-V with the def2-TZVPD basis set

```
54
Properties=species:S:1:pos:R:3:forces:R:3:nbo_charge:R:1
C 1.6979 1.4503 -2.8748 1.9921 1.3970 -0.6323 -1.32
Hg 0.0155 -0.0961 -2.3501 -0.2714 -0.3854 0.7996 0.59
N -1.5663 -1.7589 -2.8336 -0.7929 -0.8042 -0.3348 -1.22
N -0.0422 0.2017 -5.0520 1.4877 0.5776 -0.4663 -1.20
H -2.4175 -1.3230 -2.4498 0.2180 -0.2441 -0.5870 0.37
H 2.1356 0.2980 -2.6873 -2.2979 -0.7150 -0.7742 0.10
H 2.3892 1.4390 -2.0305 0.7325 2.0478 0.1727 0.24
H 0.9592 2.3352 -2.7795 0.5277 -1.7154 0.1906 0.27
H 2.1951 1.5676 -3.8607 0.0816 0.2548 0.7196 0.22
H -1.0133 0.4415 -5.2141 -0.0678 -0.2477 -0.3674 0.36
H 0.3315 -0.5796 -5.6138 -0.7683 0.3086 0.2838 0.37
H 0.5581 1.0170 -5.3053 -0.7787 -0.6269 0.2934 0.36
H -1.6591 -1.9965 -3.8352 -0.2186 0.1337 0.6977 0.38
H -1.3781 -2.6018 -2.2863 0.0238 -0.0082 -0.2475 0.38
C -3.3418 -0.1761 0.4669 -0.7178 -0.3286 0.4762 -1.12
Si -1.8393 -1.0695 1.1272 0.3905 0.5261 -0.3683 1.31
C -1.8628 -1.0296 2.9982 -0.5194 -0.1492 0.2030 -1.11
C -2.0501 -2.8753 0.7070 -0.4474 -0.5027 0.1557 -1.12
Si -0.0982 0.0168 0.1991 1.2521 -0.5575 -0.4336 -0.84
Si -0.0452 2.1122 1.0293 -0.4368 -0.7894 -0.3685 1.31
C -0.4184 2.2620 2.8549 -0.1362 0.5572 0.2944 -1.12
C 1.5307 3.0593 0.7704 0.0632 0.4751 0.0828 -1.12
C -1.3766 2.9638 0.0343 0.0497 0.8778 0.3425 -1.12
Si 1.8022 -1.0831 0.9430 -0.5315 0.1252 -0.9184 1.28
C 2.0060 -1.1872 2.7958 0.3273 -0.1782 0.3605 -1.12
C 1.7136 -2.8330 0.2404 0.4963 -0.2121 0.3702 -1.12
C 3.3576 -0.2947 0.2289 0.2383 -0.2005 0.2216 -1.12
H -4.1770 -0.7874 0.8534 -0.2055 0.4170 -0.2958 0.21
H -3.4028 -0.1144 -0.6293 0.0966 -0.0502 0.3177 0.23
H -3.4185 0.8343 0.8864 -0.0695 -0.2106 -0.0943 0.23
H -2.8167 -1.5372 3.2430 0.3589 0.1883 0.3379 0.21
H -1.0250 -1.5982 3.4254 -0.2801 0.1493 -0.0672 0.23
H -1.8702 -0.0152 3.4133 0.0180 -0.3200 -0.0432 0.23
H -2.5603 -3.0145 -0.2704 0.3918 -0.0854 0.5685 0.23
H -1.1129 -3.4540 0.7626 -0.5263 0.1921 -0.1531 0.24
H -2.7251 -3.2268 1.5222 0.2705 -0.1525 -0.6250 0.22
H 0.2437 1.6345 3.4725 -0.2870 0.2284 -0.1607 0.24
H -0.2291 3.3301 3.0755 -0.1190 -0.3551 0.3071 0.22
H -1.4735 2.0447 3.0794 0.3690 0.0342 0.0258 0.23
H 1.6202 3.3741 -0.2806 0.1854 -0.0864 0.3475 0.24
H 1.3726 3.9447 1.4169 0.4299 -0.1014 -0.3786 0.22
H 2.4276 2.5200 1.1004 -0.2046 0.2506 -0.1344 0.23
H -1.1784 2.9247 -1.0449 -0.0080 -0.0141 0.2491 0.24
H -2.3813 2.5732 0.2255 0.2019 0.1341 -0.0395 0.23
H -1.3062 4.0070 0.3867 -0.4541 0.0424 -0.3749 0.21
H 1.1942 -1.7615 3.2574 0.1267 0.1870 -0.0113 0.23
H 2.9532 -1.7021 3.0162 -0.1302 0.0919 0.1086 0.22
H 2.0497 -0.1829 3.2365 -0.0686 -0.2126 0.0183 0.23
H 1.6776 -2.8303 -0.8592 -0.0496 0.0404 0.3152 0.24
H 2.6424 -3.3318 0.5658 -0.1906 -0.1451 -0.2183 0.21
H 0.8696 -3.4046 0.6491 0.2303 0.1287 -0.1706 0.21
H 3.3280 -0.2982 -0.8719 0.0047 -0.0125 0.2943 0.23
H 3.5061 0.7308 0.5934 0.0542 -0.2408 -0.1275 0.22
H 4.2087 -0.9187 0.5520 -0.0412 0.2863 -0.1615 0.22
```
Forces are in eV/Å.

Results
* Kohn-Sham gap (alpha / beta): 0.1216 / 0.1236 hartree
* HOMO level (alpha / beta): -0.4 / -0.3 eV
* total charge: -1


Entry 3:
Molecular formula: CH3Li2O
Method: DFT, ωB97M-V with the def2-TZVPD basis set

```
7
Properties=species:S:1:pos:R:3:forces:R:3:nbo_charge:R:1
O 0.2902 0.0097 0.1185 1.2414 4.7036 1.2680 -0.93
C -0.4689 -0.9292 -0.4301 -1.5598 -1.7301 -0.7904 -0.40
Li -0.2222 1.8667 1.0482 -0.3694 -0.5108 0.1077 0.33
H -0.1755 -1.2627 -1.4283 0.1026 -0.4554 0.8081 0.15
H -1.3426 -1.2552 0.1383 0.2209 0.0784 -0.5093 0.15
Li 1.3442 1.4849 -0.6779 0.0688 -0.7439 -0.1507 0.50
H 0.5750 0.0858 1.2314 0.2954 -1.3418 -0.7335 0.21
```
Forces are in eV/Å.

Results
* Kohn-Sham gap (alpha / beta): 0.1638 / 0.1622 hartree
* HOMO level (alpha / beta): -4.9 / -5.3 eV
* total charge: 0
* multiplicity: 2


Number 1: calculated total energy -299.09504 a.u.. Number 2: calculated total energy -1823.98755 a.u.. Number 3: calculated total energy -129.99238 a.u..